one) DFT (ωB97M-V with the def2-TZVPD basis set) results for an isolated molecule of C4H12N2O.

Values from the calculation:
SMILES string: C[C@H](N)CNCO
Orbital gap in eV: 10.3
Net charge: 0

XYZ file:
```
19
C4H12N2O, DFT ωB97M-V with the def2-TZVPD basis set
C -1.59671 1.60358 -1.08799
C -1.23678 0.35566 -0.26065
N -2.03291 0.19457 0.97786
C 0.24792 0.31137 -0.09187
N 0.75883 -0.97421 0.38560
C 2.18528 -1.08946 0.25754
O 2.69907 -2.19499 0.99304
H -1.02327 2.46399 -0.71152
H -2.66711 1.70885 -1.10280
H -1.20630 1.54183 -2.10450
H -1.55063 -0.49439 -0.91466
H -2.04217 1.07384 1.49027
H -1.43672 -0.47328 1.46511
H 0.77554 0.54561 -1.03359
H 0.67809 1.03709 0.62083
H 0.32784 -1.72383 -0.14604
H 2.78873 -0.24639 0.58891
H 2.39699 -1.15557 -0.83349
H 1.93431 -2.48426 1.50795
```


two) DFT (ωB97M-V with the def2-TZVPD basis set) results for an isolated molecule of C4H12N2O.

Values from the calculation:
SMILES string: CCN(C)[C@H](N)O
Orbital gap in eV: 9.5
Net charge: 0

XYZ file:
```
19
C4H12N2O, DFT ωB97M-V with the def2-TZVPD basis set
C -0.31083 -2.26072 -0.64213
C -0.02996 -1.23892 0.45028
N -0.48728 0.13759 0.04513
C -0.93267 0.94744 1.16142
C 0.49146 0.75068 -0.81852
N 1.59074 1.44178 -0.20134
O -0.24765 1.66020 -1.67726
H -1.34592 -2.17973 -0.96278
H 0.32709 -2.10408 -1.50784
H -0.14133 -3.26593 -0.26105
H 1.03346 -1.26252 0.73861
H -0.61394 -1.49226 1.33684
H -1.75190 0.43082 1.66156
H -1.31032 1.89986 0.79009
H -0.16066 1.15142 1.91993
H 0.89053 -0.00127 -1.50281
H 2.27259 0.80770 0.19262
H 1.28371 2.16054 0.44318
H -0.55714 2.41740 -1.16594
```


three) DFT (ωB97M-V with the def2-TZVPD basis set) results for a cluster of 2 separate species, C4H12N2O in total.

Values from the calculation:
SMILES string: C=CON.CNC
Orbital gap in eV: 8.9
Net charge: 0

XYZ file:
```
19
C4H12N2O, DFT ωB97M-V with the def2-TZVPD basis set
C 1.13896 1.56465 0.06567
C 1.27950 0.24891 -0.12854
O 1.35608 -0.42588 -1.47333
N 1.18771 0.39964 -2.60184
H 1.62351 2.04055 0.89893
H 0.49151 2.18568 -0.53449
H 1.94468 -0.33254 0.49503
H 0.37013 0.99515 -2.42609
H 1.99772 1.01504 -2.64747
C -1.72349 -0.22358 -0.08511
N -0.54506 -0.88433 0.46629
C -0.66052 -1.13628 1.89888
H -1.76972 0.78196 0.33467
H -1.61101 -0.16940 -1.16440
H -2.65534 -0.75583 0.14962
H -0.38230 -1.74765 -0.05212
H -0.67201 -0.17039 2.40490
H -1.57527 -1.68178 2.16502
H 0.20491 -1.70391 2.23439
```


four) DFT (ωB97M-V with the def2-TZVPD basis set) results for a cluster of 3 separate species, C4H12N2O in total.

Values from the calculation:
Orbital gap (alpha / beta) in eV: 6.7 / 7.5
Net charge: 0

XYZ file:
```
19
C4H12N2O, DFT ωB97M-V with the def2-TZVPD basis set
C 0.54119 -0.12386 -1.79809
N 1.21412 2.22625 0.15302
O 1.57778 1.51167 -0.83537
H 0.61511 3.00767 -0.18582
H 0.87408 1.18288 1.26734
H 0.84268 0.50485 -2.62229
H -0.50133 -0.42122 -1.86544
H 1.23374 -0.93037 -1.58882
C -0.33782 -1.87794 0.52030
C -1.47812 0.43795 0.46052
C -0.26912 -0.40123 0.72115
N 0.66230 0.12748 1.48280
H 1.49044 -0.43941 1.62357
H 0.63804 -2.34969 0.64095
H -1.02395 -2.31038 1.25719
H -1.17865 1.45457 0.19259
H -2.09726 0.01899 -0.32941
H -2.07838 0.50422 1.37504
H -0.72485 -2.12243 -0.46923
```


In order of decreasing stability: two), one), three), four).


one) DFT (ωB97M-V with the def2-TZVPD basis set) results for a structure of composition C4H12N2O.

Values from the calculation:
Orbital gap in eV: 9.6
Net charge: 0

XYZ file:
```
19
C4H12N2O, DFT ωB97M-V with the def2-TZVPD basis set
C -1.99182 -0.14946 -0.67973
O -2.81475 -0.11629 0.42457
C -0.46003 -0.29283 -0.11626
C 0.40095 1.02745 -0.13181
C 1.78642 0.58977 0.38459
N 2.40573 -0.40817 -0.48263
N -0.65760 -0.92433 1.25914
H -2.07973 0.61170 -1.51491
H -2.14345 -1.13148 -1.16916
H -2.12036 0.81115 0.11868
H 0.03385 -1.03602 -0.75957
H -0.04871 1.62681 0.68269
H 0.48819 1.70599 -0.97306
H 1.56509 0.06772 1.33389
H 2.33621 1.52970 0.60349
H 2.19170 -0.45730 -1.40363
H 3.30122 -0.75880 -0.27682
H -1.66772 -0.79910 1.42899
H -0.52518 -1.89652 1.27155
```


two) DFT (ωB97M-V with the def2-TZVPD basis set) results for an isolated molecule of C4H12N2O.

Values from the calculation:
SMILES string: NCCNCCO
Orbital gap in eV: 9.5
Net charge: 0

XYZ file:
```
19
C4H12N2O, DFT ωB97M-V with the def2-TZVPD basis set
N -2.63026 1.26172 0.11340
C -1.69993 1.04314 1.32232
C -0.78165 -0.16862 1.19927
N 0.51387 -0.00233 0.42371
C 1.12577 -1.10362 -0.18813
C 2.20730 -0.81277 -1.18222
O 1.61727 -0.64937 -2.47046
H -2.17579 0.83429 -0.71405
H -2.68397 2.28171 -0.06506
H -1.00416 1.87143 1.38886
H -2.13279 0.98633 2.29868
H -1.56743 -0.81907 0.70084
H -0.32989 -0.78114 2.06167
H 0.29191 0.77846 -0.12283
H 0.33004 -1.90023 -0.53842
H 1.74652 -1.78560 0.53720
H 3.18187 -1.48895 -1.36742
H 2.61709 0.16009 -0.87820
H 1.37424 0.29454 -2.51918
```


three) DFT (ωB97M-V with the def2-TZVPD basis set) results for an isolated molecule of C4H12N2O.

Values from the calculation:
SMILES string: NCCNCCO
Orbital gap in eV: 9.8
Net charge: 0

XYZ file:
```
19
C4H12N2O, DFT ωB97M-V with the def2-TZVPD basis set
N 0.43279 -1.51102 -1.94103
C 0.04336 -0.10319 -2.03723
C 0.71507 0.78421 -0.98022
N 0.55291 0.21163 0.35706
C -0.52165 0.79807 1.14399
C -0.73670 -0.02803 2.42020
O -0.99187 -1.37295 2.09505
H 0.88360 -1.84821 -2.77100
H 0.85551 -1.78183 -1.07033
H 0.31797 0.25765 -3.02874
H -1.04283 -0.04918 -1.92703
H 0.19482 1.73760 -1.13631
H 1.77219 0.88836 -1.19829
H 1.42326 0.39231 0.84354
H -1.47028 0.77967 0.60312
H -0.34080 1.84419 1.40268
H 0.10619 0.09625 3.08007
H -1.60276 0.41268 2.91886
H -0.59079 -1.50820 1.22561
```


In order of decreasing stability: three), two), one).


one) DFT (ωB97M-V with the def2-TZVPD basis set) results for an isolated molecule of C4H12N2O.

Values from the calculation:
SMILES string: CNCCNCO
Orbital gap in eV: 9.7
Net charge: 0

XYZ file:
```
19
C4H12N2O, DFT ωB97M-V with the def2-TZVPD basis set
C 0.03628 0.13629 -3.02206
N 0.03244 0.27919 -1.56769
C -0.38584 -0.92348 -0.85013
C -0.44324 -0.70857 0.69949
N 0.40022 0.35678 1.22123
C -0.03383 0.72879 2.54610
O 0.95405 1.47131 3.26587
H 0.55395 -0.76702 -3.40534
H -1.00480 -0.16481 -3.24317
H 0.34876 1.06280 -3.46901
H 0.92310 0.57037 -1.19933
H -1.39366 -1.20198 -1.20367
H 0.34752 -1.70920 -1.12077
H -0.05854 -1.66182 1.07528
H -1.46027 -0.52988 1.07509
H 0.58286 1.15757 0.64707
H -0.07234 -0.20907 3.12417
H -1.07835 1.07552 2.49545
H 1.75168 1.03722 2.93141
```


two) DFT (ωB97M-V with the def2-TZVPD basis set) results for a cluster of 2 separate species, C4H12N2O in total.

Values from the calculation:
Orbital gap (alpha / beta) in eV: 7.0 / 7.0
Net charge: 0

XYZ file:
```
19
C4H12N2O, DFT ωB97M-V with the def2-TZVPD basis set
C 0.80108 0.03475 1.85848
C -1.80669 0.49748 0.43766
N -0.45721 0.48046 -0.11814
N -0.28788 1.54311 -1.01161
H -1.10563 1.70552 -1.59965
H 0.50944 1.42056 -1.62269
H -2.54891 0.38421 -0.35913
H -0.04128 0.05106 2.53752
H 1.19429 1.01217 1.61985
H 1.58472 -0.66952 2.11186
H -1.97065 1.43945 0.96242
H -1.92887 -0.33846 1.12238
C 1.39064 -0.92457 -1.17811
C 0.02032 -0.97598 -0.48154
O -0.85240 -1.72490 -0.97678
H 0.32718 -1.12163 0.76216
H 1.27836 -0.58359 -2.20910
H 1.79024 -1.93814 -1.21207
H 2.10325 -0.29196 -0.64352
```


three) DFT (ωB97M-V with the def2-TZVPD basis set) results for a cluster of 3 separate species, C4H12N2O in total.

Values from the calculation:
Orbital gap in eV: 7.0
Net charge: 0

XYZ file:
```
19
C4H12N2O, DFT ωB97M-V with the def2-TZVPD basis set
C -0.84870 0.21619 -0.16195
C -1.71083 -1.60846 0.59118
C 1.69105 0.74842 -0.85372
C 0.24752 -0.67408 -0.15106
N -0.89850 1.28599 0.67410
N 1.80709 1.74322 0.21545
O -1.92116 -2.59109 -0.39445
H -1.18694 -3.21605 -0.37248
H -1.47262 0.25626 -1.05093
H -0.00934 1.46582 1.17219
H -1.29452 2.13115 0.28263
H 2.01196 2.68589 -0.11544
H 2.55105 1.48861 0.85904
H -2.66624 -1.10884 0.74951
H -1.41391 -2.04419 1.55084
H 1.35736 1.21931 -1.77937
H 2.62518 0.20655 -1.03536
H 0.31924 -1.40557 -0.94296
H 0.81232 -0.79914 0.76278
```


In order of decreasing stability: one), three), two).


one) DFT (ωB97M-V with the def2-TZVPD basis set) results for an isolated molecule of C4H12N2O.

Values from the calculation:
SMILES string: NC[C@H](N)CCO
Orbital gap in eV: 10.3
Net charge: 0

XYZ file:
```
19
C4H12N2O, DFT ωB97M-V with the def2-TZVPD basis set
N -1.32172 -1.68640 -0.35446
C -1.57592 -0.17168 -0.36210
C -0.34112 0.46425 0.13437
N -0.45502 1.93206 0.43798
C 0.89084 0.16667 -0.74432
C 1.66848 -0.79112 0.17584
O 2.31760 0.06652 1.17173
H -2.21562 -2.02775 -0.75449
H -1.19666 -1.93164 0.62654
H -1.83365 0.22838 -1.41631
H -2.35036 -0.13906 0.46323
H -0.16779 -0.07782 1.15393
H -0.98189 2.54639 -0.21920
H 0.41274 2.32136 0.55820
H 1.43544 1.15574 -0.81463
H 0.69589 -0.24541 -1.71902
H 2.49306 -1.22742 -0.25374
H 0.82648 -1.40544 0.49415
H 1.69922 0.82237 1.42231
```


two) DFT (ωB97M-V with the def2-TZVPD basis set) results for an isolated molecule of C4H12N2O.

Values from the calculation:
SMILES string: C[C@@H](O)CNCN
Orbital gap in eV: 9.6
Net charge: 0

XYZ file:
```
19
C4H12N2O, DFT ωB97M-V with the def2-TZVPD basis set
C -1.79520 -0.46178 1.80055
C -0.69553 0.21567 1.00772
O -0.04497 1.24743 1.76434
C 0.43474 -0.67904 0.47900
N 1.25703 -0.01020 -0.52761
C 0.60278 0.24058 -1.79920
N 1.42732 -0.10713 -2.94120
H -1.42301 -1.02370 2.66122
H -2.32339 -1.17024 1.15995
H -2.51081 0.28543 2.12345
H -1.15865 0.68629 0.14229
H -0.58682 1.43594 2.53569
H 1.09260 -0.82743 1.33633
H 0.07908 -1.62932 0.08294
H 1.61713 0.83685 -0.10075
H -0.30554 -0.36545 -1.82071
H 0.27480 1.27419 -1.92540
H 2.20591 -0.67129 -2.62689
H 1.85254 0.72320 -3.35173
```


In order of decreasing stability: two), one).


one) DFT (ωB97M-V with the def2-TZVPD basis set) results for a cluster of 2 separate species, C2H8NOS in total.

Values from the calculation:
Multiplicity: 2
Orbital gap (alpha / beta) in eV: 10.3 / 7.0
Net charge: 0

XYZ file:
```
13
C2H8NOS, DFT ωB97M-V with the def2-TZVPD basis set
C 1.19633 -0.75157 -0.05224
C -0.05239 -0.72442 0.86244
S -1.52745 -1.36418 0.07306
N 1.04312 -0.22766 -1.39613
H 1.50455 -1.80233 -0.11504
H 2.00312 -0.18335 0.40769
H -0.19406 0.27342 1.28541
H 0.09618 -1.41251 1.69074
H 0.87810 0.78110 -1.37123
H 0.22114 -0.62311 -1.84389
H -1.35733 1.74705 -0.49488
H -2.18574 1.89547 0.77881
O -1.62557 2.39208 0.17526
```


two) DFT (ωB97M-V with the def2-TZVPD basis set) results for a cluster of 2 separate species, C2H8NOS in total.

Values from the calculation:
Multiplicity: 2
Orbital gap (alpha / beta) in eV: 10.1 / 6.9
Net charge: 0

XYZ file:
```
13
C2H8NOS, DFT ωB97M-V with the def2-TZVPD basis set
C -2.26780 -0.50892 -2.08301
S -1.56027 0.81519 -1.06793
H -1.69533 -1.41835 -2.25248
H -3.24471 -0.80973 -1.69197
H -2.49878 -0.11966 -3.08604
N 0.61207 0.82113 1.71617
C 1.92211 0.34566 1.50956
O 2.15211 -0.37039 0.22066
H 0.35314 1.24081 0.83156
H -0.07434 0.29734 2.22373
H 2.61025 1.17714 1.30067
H 2.22791 -0.42941 2.20349
H 1.46362 -1.04079 0.17560
```


In order of decreasing stability: one), two).